Entry 1:
The following is a quantum chemistry calculation of a cluster of 7 separate species, C42H47N2O12 in total, from OMol25.

Charge: +1
HOMO, eV: -10.06
LUMO level, eV: -2.1
ΔE to the lowest compared entry with this formula, charge and spin, eV: 5.8031
DFT total energy, Eh: -2640.1916
Gap between HOMO and LUMO, eV: 7.9556
F_max, eV/A: 13.4

Each atom is followed by the atoms it is bonded to, with distances in Å.
Positions of all 103 atoms, in Å:
1 H 1.1843 -0.9862 4.5586  C52 1.052
2 H -4.7574 0.4116 1.4184  C56 0.933
3 C -5.9163 -0.3774 -1.6147  C19 1.396, H31 1.086, C32 1.543
4 H -1.5340 -0.9347 -6.7003  O87 1.072
5 H -1.5650 2.6515 8.2067  O10 1.083
6 H 4.0550 -2.2320 -2.3086  C47 1.126
7 C 1.4467 2.7599 4.7311  C26 1.440, C33 1.372, H35 1.016
8 H 1.2320 5.5765 3.1187  O91 0.971
9 C -3.7137 3.4984 3.3984  C14 1.524, H30 1.076, C85 1.357
10 O -0.6930 2.1515 7.8037  H5 1.083, C103 1.357
11 H -1.9945 -1.1175 -1.3932  C54 1.155
12 C 7.6353 -0.9805 -1.4890  C45 1.409, H69 1.044, C78 1.571
13 C 1.0330 -1.7161 -1.7999  H34 0.966, N39 1.495, H59 1.129, H84 1.058
14 C -3.6728 2.1029 4.0084  C9 1.524, H17 1.006, C75 1.408
15 H 0.1121 0.5765 -3.3464  C23 1.200
16 O 3.7984 -3.2649 -8.4984  C70 1.365, H80 1.010
17 H -3.3581 1.9620 4.9536  C14 1.006
18 H 1.2327 -3.6471 -9.3601  C72 1.125
19 C -4.9979 0.6616 -1.7767  C3 1.396, C38 1.382, O40 1.358
20 C 0.3273 -1.7520 -6.5066  C58 1.431, C67 1.458, O87 1.361
21 O 8.1566 -0.2683 -3.7450  C45 1.429, H53 0.919
22 H 7.1325 -1.7142 0.6126  C78 1.124
23 C 0.4290 0.6673 -2.1922  H15 1.200, N39 1.364, C73 1.321
24 H 3.8052 -1.4765 -6.6838  C81 1.136
25 C -1.4248 -2.1897 2.8077  C50 1.326, C97 1.395, H100 1.061
26 C 0.8207 2.1232 5.8607  C7 1.440, H96 0.906, C103 1.421
27 C -4.4624 2.3911 1.3298  C56 1.490, H82 1.173, C85 1.398
28 O -3.5430 -3.1688 -0.6947  C46 1.383, H98 1.093
29 H 0.6209 3.3453 0.5992  C95 1.145
30 H -3.4014 4.3499 3.9778  C9 1.076
31 H -6.9237 -0.1892 -1.9735  C3 1.086
32 C -5.3134 -1.7368 -1.2035  C3 1.543, H36 1.192, C46 1.322
33 C 1.1623 4.0423 4.3338  C7 1.372, O91 1.378, C99 1.394
34 H 1.2021 -2.0257 -2.6993  C13 0.966
35 H 2.0234 2.0533 4.2831  C7 1.016
36 H -6.1787 -2.5376 -1.0264  C32 1.192
37 H -1.5154 2.2284 1.3321  C76 1.040
38 C -3.6427 0.3891 -1.7672  C19 1.382, C54 1.423, H83 1.065
39 N 0.8021 -0.3177 -1.3251  C13 1.495, C23 1.364, C41 1.326
40 O -5.4683 1.8469 -2.2434  C19 1.358, H90 0.996
41 C 0.9096 0.1501 -0.0889  N39 1.326, N57 1.296, H66 1.327
42 H 1.7118 -0.3515 -5.6500  C67 1.122
43 H -0.8448 2.7332 2.9777  C76 1.283
44 O -4.1315 -0.2550 3.8506  C75 1.309, H86 0.903
45 C 7.2485 -0.9027 -2.8416  C12 1.409, O21 1.429, C94 1.356
46 C -4.0091 -1.9364 -1.1152  O28 1.383, C32 1.322, C54 1.402
47 C 5.1179 -1.8686 -2.2241  H6 1.126, C74 1.371, C94 1.422
48 C 1.3704 -2.6322 2.9512  C49 1.386, C52 1.588, H63 1.168
49 C 0.6144 -3.2463 1.9654  C48 1.386, C50 1.455, O51 1.410
50 C -0.8282 -3.0591 2.0036  C25 1.326, C49 1.455, H79 0.998
51 O 1.3650 -4.0068 1.0452  C49 1.410, H62 0.848
52 C 0.6320 -1.6456 3.9535  H1 1.052, C48 1.588, C97 1.416
53 H 9.0630 -0.3767 -3.6362  O21 0.919
54 C -3.1261 -0.8855 -1.3999  H11 1.155, C38 1.423, C46 1.402
55 H -0.7920 1.1481 2.5715  C76 0.995
56 C -4.3776 1.0528 1.9798  H2 0.933, C27 1.490, C75 1.381
57 N 0.4248 1.3522 -0.0885  C41 1.296, C73 1.321, C95 1.517
58 C 0.1750 -2.6013 -7.6486  C20 1.431, C72 1.484, H92 0.988
59 H 1.9848 -2.0084 -1.2674  C13 1.129
60 H -0.1396 2.4723 -1.3705  C73 0.879
61 H -0.1648 5.7830 4.7831  C99 1.166
62 H 0.8384 -4.4577 0.5560  O51 0.848
63 H 2.5227 -2.8207 2.9673  C48 1.168
64 O 4.4972 -2.4456 -0.0078  C74 1.356, H93 0.898
65 H 5.7416 -1.4203 -4.1573  C94 1.002
66 H 1.1117 -0.4725 1.0650  C41 1.327
67 C 1.6830 -1.2480 -6.3248  C20 1.458, H42 1.122, C81 1.370
68 O -1.3802 -0.5071 4.5833  H89 0.897, C97 1.382
69 H 8.5699 -0.7902 -1.0641  C12 1.044
70 C 2.6513 -2.7204 -7.9984  O16 1.365, C72 1.393, C81 1.387
71 H -4.2382 4.9437 0.6210  O77 0.961
72 C 1.3631 -3.0421 -8.4201  H18 1.125, C58 1.484, C70 1.393
73 C 0.1966 1.6598 -1.3524  C23 1.321, N57 1.321, H60 0.879
74 C 5.4446 -2.0957 -0.9118  C47 1.371, O64 1.356, C78 1.425
75 C -4.0276 0.9330 3.3098  C14 1.408, O44 1.309, C56 1.381
76 C -0.7483 1.9412 1.9730  H37 1.040, H43 1.283, H55 0.995, C95 1.555
77 O -4.4312 4.7628 1.5453  H71 0.961, C85 1.409
78 C 6.7384 -1.7303 -0.4400  C12 1.571, H22 1.124, C74 1.425
79 H -1.2263 -3.5596 1.2374  C50 0.998
80 H 3.7509 -3.9405 -9.2474  O16 1.010
81 C 2.7588 -1.8418 -6.9310  H24 1.136, C67 1.370, C70 1.387
82 H -4.8409 2.7228 0.2703  C27 1.173
83 H -2.9533 1.1843 -1.9302  C38 1.065
84 H 0.3196 -2.3096 -1.2923  C13 1.058
85 C -4.2344 3.5034 2.1451  C9 1.357, C27 1.398, O77 1.409
86 H -4.5493 -0.9336 3.4258  O44 0.903
87 O -0.7324 -1.0643 -6.0005  H4 1.072, C20 1.361
88 H 1.3708 1.9509 1.6141  C95 1.110
89 H -2.1951 -0.4592 4.2105  O68 0.897
90 H -4.6960 2.4751 -2.2236  O40 0.996
91 O 1.6854 4.7290 3.2591  H8 0.971, C33 1.378
92 H -0.6674 -2.9655 -8.0131  C58 0.988
93 H 4.8692 -2.9765 0.6141  O64 0.898
94 C 6.0378 -1.3976 -3.2004  C45 1.356, C47 1.422, H65 1.002
95 C 0.4689 2.3181 1.0809  H29 1.145, N57 1.517, C76 1.555, H88 1.110
96 H 0.8665 1.2316 6.0149  C26 0.906
97 C -0.7541 -1.4272 3.7643  C25 1.395, C52 1.416, O68 1.382
98 H -4.1861 -4.0521 -0.6995  O28 1.093
99 C 0.3091 4.7831 5.1502  C33 1.394, H61 1.166, C101 1.651
100 H -2.4800 -2.1052 2.7400  C25 1.061
101 C -0.5736 4.1015 6.3680  C99 1.651, H102 1.193, C103 1.474
102 H -1.0970 4.7274 7.2387  C101 1.193
103 C -0.1232 2.7437 6.7235  O10 1.357, C26 1.421, C101 1.474


Entry 2:
The following is a quantum chemistry calculation of an isolated molecule of C42H48BNO4S, from OMol25.

Charge: 0
HOMO, eV: -6.22
LUMO level, eV: -0.2
ΔE to the lowest compared entry with this formula, charge and spin, eV: 5.0341
DFT total energy, Eh: -2407.7791
Gap between HOMO and LUMO, eV: 6.0665
F_max, eV/A: 4.1

Each atom is followed by the atoms it is bonded to, with distances in Å.
Positions of all 97 atoms, in Å:
1 H -1.8188 -3.3833 4.7189  C46 1.089
2 H -6.0229 -1.8474 5.1057  C43 1.095
3 C -4.1776 0.7984 -4.9192  H34 1.100, H58 1.100, O77 1.437, H96 1.081
4 H 3.5189 5.8300 0.9971  C86 1.105
5 C -2.0504 2.4609 -0.3242  N8 1.371, C23 1.430, C62 1.425
6 C -4.0036 3.2334 -1.6294  N8 1.453, H20 1.105, H21 1.110, H72 1.121
7 H 0.3051 -0.9873 1.5938  C92 1.089
8 N -3.3871 2.7568 -0.4026  C5 1.371, C6 1.453, C79 1.455
9 O 2.8420 -0.1372 -1.0615  C16 1.438, B29 1.403
10 H 4.5865 1.7896 1.4907  C60 1.092
11 C -4.0003 -1.1526 3.2980  C12 1.390, H13 1.108, C87 1.421
12 C -3.3485 -1.0040 2.0790  C11 1.390, C22 1.411, H73 1.082
13 H -4.9555 -0.6385 3.5241  C11 1.108
14 H 3.9664 -2.5351 -0.5692  C28 1.097
15 C -0.1192 1.7100 0.9747  H52 1.097, C62 1.384, C69 1.428
16 C 4.1254 -0.3788 -0.4589  O9 1.438, C28 1.509, C82 1.514, C95 1.607
17 H -3.9202 2.7310 1.6505  C79 1.107
18 C 1.9694 -4.7181 0.1787  H59 1.102, C70 1.416, C83 1.397
19 H -5.2571 3.0004 0.4660  C79 1.102
20 H -4.8978 3.8186 -1.3472  C6 1.105
21 H -3.2872 3.8901 -2.1649  C6 1.110
22 C -2.1381 -1.6515 1.7541  C12 1.411, C35 1.492, C66 1.406
23 C -1.2478 2.3249 -1.4997  C5 1.430, H36 1.110, C84 1.377
24 H 3.5728 -1.1405 2.9884  C88 1.102
25 H 4.4597 6.1609 -0.5435  C86 1.103
26 H 3.8292 4.4862 -2.5215  C40 1.090
27 H -5.4442 -2.0387 6.8044  C43 1.087
28 C 4.5169 -1.7136 -1.0440  H14 1.097, C16 1.509, H45 1.098, H85 1.104
29 B 1.9991 0.4079 -0.0815  O9 1.403, C32 1.855, O38 1.411, C49 1.836, C69 1.719
30 C -2.4712 -0.6576 -3.1276  C55 1.375, H56 1.097, C97 1.414
31 H -0.6231 -0.9931 -2.3030  C55 1.089
32 C 0.9296 -1.0563 -0.4745  B29 1.855, H63 1.121, C91 1.518, C92 1.455
33 H 2.5368 2.1538 -2.7825  C50 1.076
34 H -3.6575 0.0410 -5.5239  C3 1.100
35 C -1.4255 -1.3645 0.4746  C22 1.492, C89 1.464, C92 1.381
36 H -1.6928 2.6044 -2.4775  C23 1.110
37 H 1.8612 -2.2612 -2.8478  C90 1.107
38 O 2.4707 0.2829 1.2421  B29 1.411, C95 1.454
39 H -4.0273 -2.1159 0.0568  C64 1.088
40 C 3.4420 3.8761 -1.7054  H26 1.090, C50 1.415, C74 1.395
41 H 1.2254 -3.0618 1.3544  C70 1.121
42 H 2.5849 -4.6869 -3.1407  C78 1.101
43 C -5.2259 -1.6256 5.8234  H2 1.095, H27 1.087, O44 1.440, H65 1.105
44 O -4.0011 -2.3013 5.4818  C43 1.440, C87 1.369
45 H 4.2789 -1.7342 -2.1159  C28 1.098
46 C -2.2189 -2.6939 3.9774  H1 1.089, C66 1.388, C87 1.417
47 H 4.8776 1.6664 -0.6686  C82 1.096
48 H -5.5266 -1.0601 -1.6418  C51 1.099
49 C 2.2554 2.1376 -0.6408  B29 1.836, C50 1.407, C69 1.766, S80 1.755
50 C 2.7650 2.6427 -1.8516  H33 1.076, C40 1.415, C49 1.407
51 C -4.4329 -1.0642 -1.7486  H48 1.099, C64 1.378, C97 1.418
52 H 0.2813 1.4149 1.9519  C15 1.097
53 H 5.0998 5.0740 0.7610  C86 1.105
54 H 2.7783 -6.2085 -1.1760  C83 1.093
55 C -1.6787 -0.9403 -2.0404  C30 1.375, H31 1.089, C89 1.418
56 H -2.0022 -0.4511 -4.0971  C30 1.097
57 H 5.7555 0.4540 1.7646  C60 1.086
58 H -3.5045 1.6514 -4.7492  C3 1.100
59 H 2.1424 -5.3208 1.0851  C18 1.102
60 C 4.7148 0.7574 1.8237  H10 1.092, H57 1.086, H93 1.097, C95 1.510
61 H -4.5807 1.3586 0.6712  C79 1.114
62 C -1.4055 2.2190 0.9232  C5 1.425, C15 1.384, H68 1.103
63 H 0.6948 -0.5712 -1.4574  C32 1.121
64 C -3.6007 -1.5263 -0.7525  H39 1.088, C51 1.378, C89 1.423
65 H -5.0730 -0.5333 5.8837  C43 1.105
66 C -1.5879 -2.4615 2.7634  C22 1.406, C46 1.388, H94 1.085
67 H 0.4553 1.4321 -2.4001  C84 1.109
68 H -1.9524 2.4001 1.8641  C62 1.103
69 C 0.6717 1.4950 -0.1942  C15 1.428, B29 1.719, C49 1.766, C84 1.437
70 C 1.4852 -3.3942 0.3157  C18 1.416, H41 1.121, C91 1.397
71 H 5.2621 0.6210 -2.0489  C82 1.104
72 H -4.3193 2.3908 -2.2982  C6 1.121
73 H -3.8232 -0.3380 1.3709  C12 1.082
74 C 3.4965 4.2558 -0.3638  C40 1.395, S80 1.724, C86 1.480
75 H 6.1198 0.4125 -0.5366  C82 1.096
76 H 4.8212 -1.9075 1.9664  C88 1.083
77 O -4.6767 0.2854 -3.6726  C3 1.437, C97 1.364
78 C 2.2172 -4.3277 -2.1665  H42 1.101, C83 1.410, C90 1.433
79 C -4.3271 2.4432 0.6622  N8 1.455, H17 1.107, H19 1.102, H61 1.114
80 S 2.6501 3.1968 0.7012  C49 1.755, C74 1.724
81 H 3.0643 -2.2061 1.6520  C88 1.100
82 C 5.1318 0.6392 -0.9532  C16 1.514, H47 1.096, H71 1.104, H75 1.096
83 C 2.3746 -5.1982 -1.0690  C18 1.397, H54 1.093, C78 1.410
84 C -0.0227 1.6993 -1.4361  C23 1.377, H67 1.109, C69 1.437
85 H 5.6083 -1.8344 -0.9347  C28 1.104
86 C 4.1959 5.4181 0.2276  H4 1.105, H25 1.103, H53 1.105, C74 1.480
87 C -3.4356 -2.0266 4.2653  C11 1.421, O44 1.369, C46 1.417
88 C 3.8263 -1.4792 1.9706  H24 1.102, H76 1.083, H81 1.100, C95 1.513
89 C -2.1982 -1.2846 -0.7667  C35 1.464, C55 1.418, C64 1.423
90 C 1.8067 -2.9657 -1.9960  H37 1.107, C78 1.433, C91 1.414
91 C 1.4026 -2.4754 -0.7332  C32 1.518, C70 1.397, C90 1.414
92 C -0.0698 -1.1244 0.5807  H7 1.089, C32 1.455, C35 1.381
93 H 4.4180 0.7274 2.8795  C60 1.097
94 H -0.6367 -2.9475 2.5740  C66 1.085
95 C 3.8238 -0.2332 1.1128  C16 1.607, O38 1.454, C60 1.510, C88 1.513
96 H -5.0788 1.1255 -5.4191  C3 1.081
97 C -3.8641 -0.5164 -2.9262  C30 1.414, C51 1.418, O77 1.364